<a>
Here is 2 unconnected molecules or ions with the total composition C6H9FSSi from OMol25. Energies are from wB97M-V/def2-TZVPD.

Atoms and positions in Å:
1 C -0.360 1.175 -2.957
2 C 0.281 1.156 -1.675
3 C -1.035 0.040 -3.131
4 C 0.061 0.069 -0.915
5 C -0.331 1.144 2.956
6 C 0.504 -2.231 1.276
7 F 2.375 -0.167 0.684
8 Si 0.785 -0.434 0.778
9 S -0.987 -0.951 -1.718
10 H -0.148 2.028 -3.620
11 H 0.705 2.074 -1.353
12 H -1.954 -0.059 -3.755
13 H -0.082 2.091 2.635
14 H -1.309 0.974 2.821
15 H 0.088 0.743 3.754
16 H 0.564 -2.829 0.364
17 H 1.261 -2.626 1.985
18 H -0.419 -2.199 1.870

=====

<b>
Here is C6H9FSSi in the gas phase from OMol25. Energies are from wB97M-V/def2-TZVPD.

Atoms and positions in Å:
1 C 1.851 -1.169 1.495
2 Si 0.649 -1.197 0.047
3 C -0.944 -2.215 0.195
4 F 1.326 -1.841 -1.256
5 C -0.063 0.552 -0.571
6 C -0.262 1.747 0.229
7 C -0.716 2.864 -0.525
8 C -1.103 2.562 -1.776
9 S -0.694 0.955 -2.140
10 H 1.421 -0.347 2.065
11 H 1.723 -2.217 1.882
12 H 2.887 -1.095 1.121
13 H -0.679 -3.252 0.236
14 H -1.828 -2.000 1.023
15 H -1.501 -2.035 -0.709
16 H 0.090 1.724 1.289
17 H -0.823 3.830 -0.008
18 H -1.334 3.134 -2.595

Properties
- SMILES = C[Si](C)(F)c1cccs1

=====

Most stable: <b> (next structure +2.822 eV)

=====

<a>
Here is a molecular structure, C16H24O12Rb from OMol25. Energies are from wB97M-V/def2-TZVPD.

Atoms and positions in Å:
1 Rb 3.267 1.794 -3.227
2 C -4.901 0.569 -7.957
3 C -4.746 1.478 -6.691
4 C -3.542 2.445 -6.904
5 O -4.133 3.628 -6.425
6 C -5.446 3.491 -6.134
7 O -6.218 4.294 -5.674
8 O -5.830 2.214 -6.424
9 H -5.747 -0.086 -7.750
10 H -4.088 -0.121 -8.179
11 H -5.117 1.150 -8.854
12 H -4.474 0.895 -5.812
13 H -3.325 2.605 -7.960
14 H -2.696 2.234 -6.251
15 C -6.640 -0.070 2.275
16 C -6.630 0.611 0.906
17 C -6.809 2.147 0.793
18 O -5.507 2.513 0.590
19 C -4.704 1.483 0.277
20 O -3.483 1.521 -0.028
21 O -5.406 0.357 0.291
22 H -6.300 -1.087 2.082
23 H -7.660 -0.097 2.660
24 H -5.885 0.310 2.963
25 H -7.378 0.116 0.287
26 H -7.163 2.467 1.774
27 H -7.491 2.438 -0.005
28 C 3.110 -4.122 1.045
29 C 1.773 -3.383 1.043
30 C 0.531 -4.135 0.699
31 O -0.415 -3.939 1.772
32 C 0.249 -3.276 2.785
33 O -0.173 -2.978 3.937
34 O 1.490 -2.954 2.364
35 H 2.911 -5.125 1.424
36 H 3.934 -3.716 1.631
37 H 3.512 -4.230 0.038
38 H 1.791 -2.498 0.406
39 H 0.796 -5.163 0.451
40 H 0.126 -3.760 -0.241
41 C 10.703 0.999 4.585
42 C 9.383 0.226 4.697
43 C 8.489 0.702 5.844
44 O 7.213 0.867 5.210
45 C 7.433 0.865 3.853
46 O 6.665 1.323 2.996
47 O 8.652 0.563 3.516
48 H 11.319 0.792 5.460
49 H 10.473 2.064 4.551
50 H 11.257 0.838 3.661
51 H 9.640 -0.833 4.734
52 H 8.752 1.651 6.312
53 H 8.438 -0.077 6.605

Properties
- total charge = +1

=====

<b>
Here is a molecular structure, C16H24O12Rb from OMol25. Energies are from wB97M-V/def2-TZVPD.

Atoms and positions in Å:
1 Rb -0.636 -0.406 0.367
2 C -2.747 -6.484 2.495
3 C -2.988 -5.906 1.122
4 C -4.381 -5.366 0.827
5 O -4.197 -3.970 0.659
6 C -2.887 -3.713 0.484
7 O -2.455 -2.684 0.067
8 O -2.148 -4.747 0.917
9 H -1.743 -6.901 2.536
10 H -3.459 -7.291 2.686
11 H -2.898 -5.763 3.298
12 H -2.719 -6.607 0.330
13 H -5.074 -5.506 1.659
14 H -4.791 -5.886 -0.040
15 C 4.899 -5.095 1.724
16 C 4.458 -3.681 2.061
17 C 5.166 -2.564 1.282
18 O 4.094 -1.628 1.063
19 C 2.928 -2.190 1.349
20 O 1.866 -1.635 1.261
21 O 3.084 -3.481 1.699
22 H 4.415 -5.808 2.391
23 H 5.973 -5.168 1.894
24 H 4.602 -5.339 0.706
25 H 4.552 -3.484 3.133
26 H 5.571 -2.897 0.327
27 H 5.919 -2.082 1.900
28 C 1.748 5.336 -2.271
29 C 1.005 4.184 -2.907
30 C 1.808 3.335 -3.939
31 O 1.634 2.013 -3.470
32 C 0.888 1.978 -2.362
33 O 0.583 0.978 -1.806
34 O 0.603 3.227 -1.946
35 H 1.833 6.184 -2.950
36 H 2.754 5.135 -1.897
37 H 1.193 5.649 -1.382
38 H 0.117 4.548 -3.431
39 H 2.868 3.587 -3.902
40 H 1.458 3.526 -4.950
41 C -3.948 5.528 -0.849
42 C -2.466 5.343 -0.587
43 C -1.910 5.790 0.783
44 O -1.256 4.634 1.303
45 C -1.419 3.598 0.462
46 O -0.921 2.525 0.636
47 O -2.252 3.907 -0.526
48 H -4.615 5.141 -0.087
49 H -4.184 5.084 -1.817
50 H -4.139 6.594 -1.024
51 H -1.857 5.766 -1.387
52 H -2.707 6.070 1.471
53 H -1.224 6.621 0.634

Properties
- total charge = +1

=====

Most stable: <b> (next structure +4.589 eV)

=====

<a>
Here is a gas-phase ion, C7H8N (charge +1) from OMol25. Energies are from wB97M-V/def2-TZVPD.

Atoms and positions in Å:
1 C 1.951 -0.077 -0.151
2 C 1.218 -1.396 0.158
3 C -1.443 1.045 -0.042
4 C 0.995 1.133 0.088
5 C -0.206 -1.150 0.000
6 C 1.514 2.388 0.246
7 C -0.316 0.222 0.101
8 N -2.745 0.585 0.013
9 H 2.914 0.124 0.199
10 H 1.896 0.050 -1.153
11 H 1.552 -2.232 -0.441
12 H 1.489 -1.643 1.173
13 H -1.235 2.095 -0.223
14 H -3.051 -0.387 0.074
15 H -3.512 1.200 0.026
16 H -1.019 -1.957 -0.065

Properties
- total charge = +1

=====

<b>
Here is a gas-phase ion, C7H8N (charge +1) from OMol25. Energies are from wB97M-V/def2-TZVPD.

Atoms and positions in Å:
1 C 2.560 0.726 -0.311
2 C -0.140 1.270 -0.029
3 C 2.640 -0.724 0.061
4 C -0.988 0.047 0.112
5 C 1.205 0.746 0.183
6 C -0.190 -1.089 0.298
7 C -2.455 0.044 -0.120
8 N 1.173 -0.595 0.437
9 H -0.281 1.922 -1.068
10 H -0.347 2.145 0.562
11 H 2.689 -1.360 -0.848
12 H 3.254 -1.186 0.896
13 H -0.532 -2.138 0.143
14 H -2.727 -0.704 -0.857
15 H -2.771 1.117 -0.312
16 H -3.089 -0.222 0.854

Properties
- total charge = +1

=====

Most stable: <a> (next structure +0.283 eV)

=====

<a>
Here is C19H22N2O7S in the gas phase from OMol25. Energies are from wB97M-V/def2-TZVPD.

Atoms and positions in Å:
1 C -1.415 0.725 4.004
2 O -1.567 -0.018 2.617
3 C -0.582 -0.978 2.430
4 C 0.560 -1.491 3.328
5 C 1.144 -2.558 3.090
6 C 0.942 -3.098 1.953
7 C 0.111 -2.789 0.806
8 O -0.415 -3.209 -0.185
9 C 0.505 -4.381 -0.685
10 C -0.664 -1.662 1.179
11 N -1.579 -1.007 0.218
12 C -1.959 0.124 -0.024
13 O -1.207 0.999 0.538
14 C -2.710 0.588 -1.046
15 N -2.448 1.029 -2.298
16 C -3.275 1.642 -3.129
17 S -1.107 -0.044 -2.994
18 O -1.109 0.430 -4.198
19 O -1.464 -1.203 -2.599
20 C 0.236 0.541 -1.947
21 C 0.934 -0.528 -1.479
22 C 1.965 -0.146 -0.558
23 C 2.467 1.170 -0.486
24 C 1.457 2.238 -0.995
25 C 0.457 1.789 -2.002
26 O 1.748 3.636 -0.825
27 C 2.490 3.720 0.176
28 C 3.967 3.051 0.282
29 O 3.457 1.600 0.210
30 H -1.529 0.087 4.744
31 H -2.176 1.343 4.097
32 H -0.365 1.066 4.023
33 H 0.451 -1.201 4.238
34 H 1.906 -2.809 3.649
35 H 1.598 -3.936 1.500
36 H 0.206 -4.512 -1.693
37 H 1.582 -4.329 -0.803
38 H 0.317 -5.092 -0.244
39 H -1.903 -1.516 -0.476
40 H -3.534 -0.419 -1.217
41 H -3.722 1.199 -0.528
42 H -3.853 2.492 -2.869
43 H -2.700 1.702 -4.232
44 H -4.375 1.084 -3.228
45 H 0.662 -1.493 -1.524
46 H 2.821 -1.067 -0.399
47 H -0.040 2.624 -2.228
48 H 1.985 3.634 1.329
49 H 2.799 4.784 0.167
50 H 4.486 3.060 -0.734
51 H 4.446 3.125 1.048

Properties
- SMILES = COc1cccc(OC)c1NC(=O)CN(C)S(=O)(=O)c1ccc2c(c1)OCCO2

=====

<b>
Here is C19H22N2O7S in the gas phase from OMol25. Energies are from wB97M-V/def2-TZVPD.

Atoms and positions in Å:
1 C 3.356 -1.623 3.873
2 O 2.146 -2.143 3.384
3 C 1.291 -1.290 2.747
4 C 1.533 0.050 2.504
5 C 0.612 0.827 1.817
6 C -0.571 0.265 1.367
7 N -1.461 1.075 0.642
8 C -2.771 0.849 0.427
9 O -3.414 -0.090 0.844
10 C -3.486 1.972 -0.345
11 O -2.772 2.569 -1.424
12 C -2.471 1.781 -2.457
13 O -2.636 0.590 -2.462
14 C -1.913 2.576 -3.619
15 C -0.504 3.096 -3.303
16 N 0.422 1.999 -3.108
17 S 1.291 1.941 -1.679
18 O 0.486 2.627 -0.700
19 O 2.628 2.425 -1.881
20 C 1.361 0.195 -1.323
21 C 2.504 -0.291 -0.717
22 C 2.578 -1.633 -0.389
23 C 1.513 -2.472 -0.672
24 C 0.377 -1.974 -1.289
25 C 0.294 -0.630 -1.617
26 C -0.839 -1.078 1.621
27 C 0.078 -1.859 2.300
28 O -0.087 -3.183 2.566
29 C -1.291 -3.793 2.168
30 H 3.188 -0.840 4.619
31 H 3.981 -1.225 3.066
32 H 3.867 -2.462 4.343
33 H 2.447 0.511 2.841
34 H 0.827 1.864 1.616
35 H -1.023 1.900 0.237
36 H -4.426 1.550 -0.717
37 H -3.699 2.792 0.345
38 H -1.888 1.927 -4.494
39 H -2.567 3.428 -3.805
40 H -0.170 3.759 -4.106
41 H -0.532 3.660 -2.368
42 H 0.996 1.775 -3.903
43 H 3.315 0.392 -0.521
44 H 3.463 -2.026 0.089
45 H 1.569 -3.517 -0.406
46 H -0.453 -2.626 -1.515
47 H -0.589 -0.234 -2.091
48 H -1.771 -1.490 1.277
49 H -2.158 -3.316 2.633
50 H -1.410 -3.773 1.080
51 H -1.220 -4.826 2.506

Properties
- SMILES = COc1ccc(NC(=O)COC(=O)CCNS(=O)(=O)c2ccccc2)cc1OC

=====

Most stable: <b> (next structure +23.240 eV)